ORCA calculation (the ωB97M-V functional and the def2-TZVPD basis) on a cluster of 9 separate species, C3H24N2O10 in total in a non-equilibrium geometry.

Cartesian coordinates (Å):
N -1.41759 0.69499 2.92546
C -0.02820 0.53862 2.52566
C 0.24343 -0.97826 2.56951
N 1.37679 -1.32658 1.66883
C 1.27701 -2.25637 0.66512
O 2.16412 -2.44035 -0.12595
O 0.13739 -3.00686 0.71042
H -1.60879 1.67723 3.03197
H -1.60641 0.21750 3.79896
H 0.18709 0.83901 1.50408
H 0.75213 0.91236 3.20664
H -0.60637 -1.55830 2.19667
H 0.41557 -1.49280 3.52382
H 1.88361 -0.49114 1.40545
H 0.41178 -3.92800 0.63379
O -0.49673 -1.41273 -2.46852
H -0.18631 -1.08470 -3.32467
H -0.78468 -2.27687 -2.75576
O 0.45395 2.25966 -0.65176
H 0.76194 1.42196 -0.29737
H 0.10656 2.25184 -1.53543
O -2.95151 -0.92490 0.38736
H -3.07263 -0.28964 1.09714
H -2.22852 -1.47405 0.71259
O 2.87370 1.70834 3.81718
H 2.77132 0.79057 3.54565
H 3.46018 2.11766 3.17203
O 2.97378 0.01615 -1.11376
H 3.92323 -0.11819 -1.02440
H 2.64662 -0.82595 -1.43855
O -0.62585 0.26323 -5.06045
H -0.69975 0.51807 -4.13262
H -1.51681 -0.00818 -5.28538
O -2.91402 3.44093 -0.97803
H -2.65425 2.93156 -0.19799
H -2.35990 4.21970 -0.83330
O -2.17674 1.75143 -3.10186
H -3.04440 1.39377 -2.91016
H -1.60718 1.70793 -2.34025

Forces on atoms 1 to 3 (eV/Å):
0.145 0.611 -0.493
0.729 -2.477 1.256
-0.033 -1.606 -1.396

Properties
Orbital gap: 10.350 eV
ΔE to the lowest compared entry with this formula, charge and spin: 178.1 kJ/mol
Lowest unoccupied orbital energy: 0.26 eV
Highest occupied orbital energy: -10.09 eV
E: -990.5926 a.u.
Total charge: 0
Structure (SMILES): NCCNC(=O)O.O.O.O.O.O.O.O.O